The following is a DFT calculation (wB97M-V/def2-TZVPD) of a structure of composition C17H22BCl2F4N2RuS3.

XYZ file:
```
52
Properties=species:S:1:pos:R:3:forces:R:3
Ru -1.1706 -0.6442 -0.3538 0.291 -0.125 -0.090
C 2.4564 -2.4205 -2.4033 0.036 -0.011 -0.027
C 2.3922 -3.7580 -2.0446 0.026 -0.052 -0.001
C 1.3115 -4.2088 -1.3046 0.068 -0.051 -0.080
C 0.3227 -3.3121 -0.9411 -0.146 0.035 0.104
N 0.3940 -2.0119 -1.2733 0.105 0.002 0.092
C 1.4386 -1.5846 -1.9940 -0.167 0.030 -0.014
C -0.8575 -3.7139 -0.1288 0.185 0.222 -0.044
C -1.2756 -5.0240 -0.0051 -0.019 -0.119 0.076
C -2.3638 -5.3057 0.8086 0.012 -0.043 -0.024
C -2.9977 -4.2707 1.4757 -0.024 -0.032 0.050
C -2.5432 -2.9812 1.2813 0.217 0.112 -0.049
N -1.4956 -2.7057 0.4874 -0.301 -0.075 0.025
H 3.2775 -2.0313 -2.9893 -0.022 -0.011 0.015
H 3.1767 -4.4443 -2.3354 -0.013 0.012 0.002
H 1.2492 -5.2433 -1.0000 0.021 0.014 -0.016
H 1.4401 -0.5336 -2.2564 -0.003 0.011 0.020
H -0.7711 -5.8162 -0.5390 -0.024 0.001 0.011
H -2.7100 -6.3254 0.9176 0.007 0.026 0.002
H -3.8375 -4.4514 2.1316 0.011 0.002 -0.015
H -3.0047 -2.1328 1.7705 -0.032 0.012 -0.021
C 3.2161 2.0967 1.6485 0.023 -0.054 0.028
C 2.8801 1.6367 0.2392 0.018 -0.074 -0.050
S 1.1084 1.7246 -0.1656 -0.216 -0.086 -0.122
C 0.9654 2.9695 -1.4832 0.129 0.147 0.009
C 0.7877 4.3142 -0.7893 0.068 0.128 0.007
S -0.3734 3.9237 0.5417 -0.205 -0.070 -0.041
C 0.2414 4.6600 2.0515 0.081 0.038 0.058
C 1.2995 3.8242 2.7819 -0.144 0.079 -0.019
S 2.9236 3.8450 1.9785 -0.009 0.068 -0.009
H 4.2826 1.9342 1.8078 0.016 -0.024 -0.004
H 2.6929 1.4991 2.3945 0.007 -0.015 0.003
H 3.1442 0.5822 0.1286 0.035 0.023 -0.050
H 3.4119 2.2094 -0.5195 0.046 0.046 0.046
H 0.0755 2.6931 -2.0511 0.017 -0.003 0.013
H 1.8238 2.9484 -2.1536 -0.007 -0.029 0.016
H 0.3535 5.0833 -1.4297 0.012 -0.013 -0.003
H 1.7155 4.6719 -0.3485 0.020 -0.018 -0.055
H -0.6515 4.7464 2.6737 0.002 0.007 -0.010
H 0.6035 5.6618 1.8124 0.017 -0.011 0.009
H 0.9496 2.7988 2.8929 0.019 -0.008 0.025
H 1.4038 4.2517 3.7785 0.030 -0.012 0.021
Cl -1.7802 0.1016 -2.9465 -0.173 0.016 0.079
C -3.5442 -0.0445 -2.6287 0.084 -0.024 0.027
Cl -3.8165 -1.0300 -1.1823 -0.013 0.003 -0.075
H -3.9943 -0.5367 -3.4806 -0.002 -0.008 -0.048
H -3.9415 0.9461 -2.4534 0.021 0.057 0.002
F -0.7818 0.4918 1.7076 -0.109 -0.144 0.074
B -2.0822 1.1141 1.6025 -0.340 -0.155 -0.001
F -2.1467 1.3414 0.1245 0.053 -0.037 0.110
F -2.1592 2.2906 2.2636 0.148 -0.052 -0.043
F -3.0389 0.1704 1.9002 0.150 0.265 -0.014
```
Forces are in eV/Å.

Summary:
- highest occupied orbital energy (spin up / spin down) (Ha) = -0.525 / -0.525
- largest force on an atom (eV/A) = 0.37
- ΔE to the lowest compared entry with this formula, charge and spin (kJ/mol) = 8.6
- HOMO-LUMO gap (spin up / spin down) (eV) = 8.389 / 5.783
- spin multiplicity = 6
- expectation value of S² = 8.761
- net charge = +2